(1)
ORCA calculation (ωB97M-V with the def2-TZVPD basis set) on the ion C4H12N3 with charge +1.

```
19
Properties=species:S:1:pos:R:3
C -0.75309 1.30504 -0.71375
N 0.14371 0.15221 -0.60943
C -0.21081 -0.99574 -1.58221
N 0.31544 -0.23981 0.73898
C -0.82692 -0.94374 1.40276
C 1.34397 0.34770 1.24039
N 2.31059 0.93594 0.58771
H -1.74753 1.12449 -0.46105
H -0.19478 2.03811 -0.21535
H -0.78171 1.49553 -1.80872
H -1.18172 -1.34432 -1.68114
H 0.02049 -0.45862 -2.42911
H 0.35816 -1.88431 -1.40055
H -0.59571 -0.90448 2.44054
H -1.60658 -0.28463 1.10158
H -1.15739 -1.85851 1.01568
H 1.48423 0.10799 2.31199
H 3.23264 1.17348 1.08586
H 2.44120 0.90224 -0.36711
```

Calculated values
Net charge: +1
ΔE to the lowest compared entry with this formula, charge and spin in kcal/mol: 76.0
DFT total energy in Ha: -323.5572
Structure (SMILES): CN(C)/[N+](C)=C\N
LUMO energy in eV: -3.16
Gap between HOMO and LUMO in Ha: 0.3896

Atomic partial charges in e from the Löwdin method, atoms 1 to 8: -0.0284, -0.2068, 0.0115, -0.1056, 0.0696, -0.1363, 0.1917, 0.0685

***

(2)
ORCA calculation (ωB97M-V with the def2-TZVPD basis set) on the ion C4H12N3 with charge +1.

```
19
Properties=species:S:1:pos:R:3
N 1.61424 -1.54153 2.13165
C 1.61172 -0.91123 0.92770
C 0.53787 -0.43021 0.28090
N -0.78530 -0.81008 0.79204
C 0.60088 0.34557 -1.03902
C -0.58617 1.23774 -1.57122
N -1.87186 1.03393 -0.87223
H 0.90773 -1.31819 2.74479
H 2.52639 -1.51439 2.55701
H 2.50678 -0.60915 0.56250
H -0.81331 -1.76883 1.08530
H -1.00731 -0.12409 1.55035
H 1.58395 0.78286 -1.17021
H 0.63764 -0.43806 -1.72303
H -0.77125 0.87874 -2.52903
H -0.38819 2.27880 -1.73014
H -1.73858 -0.05719 -0.40739
H -1.93027 1.65351 -0.10770
H -2.63496 1.31181 -1.48227
```

Calculated values
Net charge: +1
ΔE to the lowest compared entry with this formula, charge and spin in kcal/mol: 58.5
DFT total energy in Ha: -323.5851
Structure (SMILES): N/C=C(\N)CC[NH3+]
LUMO energy in eV: -3.22
Gap between HOMO and LUMO in Ha: 0.3142

Atomic partial charges in e from the Löwdin method, atoms 1 to 8: 0.0972, -0.1549, -0.2901, 0.0404, -0.0926, -0.1339, 0.1236, 0.0590

***

(3)
ORCA calculation (ωB97M-V with the def2-TZVPD basis set) on the ion C4H12N3 with charge +1.

```
19
Properties=species:S:1:pos:R:3
N -0.42666 2.07266 0.10725
C -0.10567 0.69193 0.00204
N 0.86278 0.77890 -1.25942
C -1.18416 -0.32711 -0.35781
C -0.61330 -1.67581 0.04699
N 0.69853 -1.44807 0.51683
C 0.80435 -0.17359 1.20640
H -0.26548 2.43479 1.03161
H -1.10640 2.59271 -0.42173
H 0.44647 1.05714 -2.15729
H 1.72319 1.34759 -0.84697
H 1.28621 -0.09378 -1.45826
H -1.26510 -0.28798 -1.46747
H -2.15166 -0.22468 0.13358
H -1.29827 -1.92288 0.93271
H -0.70308 -2.45983 -0.75294
H 1.08027 -2.26689 1.06440
H 1.81942 0.25284 1.40196
H 0.39854 -0.34793 2.27812
```

Calculated values
Net charge: +1
ΔE to the lowest compared entry with this formula, charge and spin in kcal/mol: 63.7
DFT total energy in Ha: -323.5767
Structure (SMILES): N[C@]1([NH3+])CCNC1
LUMO energy in eV: -3.22
Gap between HOMO and LUMO in Ha: 0.3574

Atomic partial charges in e from the Löwdin method, atoms 1 to 8: 0.0866, -0.3840, 0.2033, -0.1213, -0.2475, -0.1330, -0.0682, 0.0973

***

(4)
ORCA calculation (ωB97M-V with the def2-TZVPD basis set) on a structure of composition C4H12N3.

```
19
Properties=species:S:1:pos:R:3
N -1.57621 0.98615 1.84973
C -1.70729 -0.15039 0.94164
N -1.84945 0.22296 -0.44238
H -2.46930 1.45914 1.95240
H -0.93215 1.68676 1.48896
H -2.57458 -0.74149 1.26652
H -1.20573 1.01646 -0.59075
H -0.83500 -0.80358 1.05183
N -0.18525 -1.31542 -1.35678
C 1.15159 -1.18969 -0.83587
C 2.13959 0.83037 0.29228
C 1.73196 0.22121 -0.81631
H -1.02465 -0.59986 -1.01867
H -0.12079 -1.35181 -2.37837
H 1.83574 -1.82153 -1.41251
H 1.20867 -1.40985 0.24037
H 2.58538 1.81501 0.24001
H 2.14085 0.32748 1.25409
H 1.68661 0.81808 -1.72617
```

Calculated values
Net charge: +1
ΔE to the lowest compared entry with this formula, charge and spin in kcal/mol: 172.5
DFT total energy in Ha: -323.4034
LUMO energy in eV: -8.62
Gap between HOMO and LUMO in Ha: 0.2133

Atomic partial charges in e from the Löwdin method, atoms 1 to 8: 0.0779, -0.3060, 0.2039, 0.0941, 0.0828, 0.1455, 0.0998, 0.1253

***

(5)
ORCA calculation (ωB97M-V with the def2-TZVPD basis set) on the ion C4H12N3 with charge +1.

```
19
Properties=species:S:1:pos:R:3
H 1.35566 2.16176 -2.07058
N 0.74476 1.52006 -1.59079
C 0.45319 2.05137 -0.45663
N 0.14157 1.23758 0.69190
C -1.05328 0.35816 0.78872
C -0.77646 -1.02299 1.05453
C 0.35563 -1.58161 0.33221
N 0.42359 -1.13616 -1.13538
H 0.78482 3.05045 -0.24155
H 0.11323 1.99067 1.44360
H -1.69096 0.94364 1.39470
H -1.64044 0.21483 -0.10966
H -0.52604 -1.16348 2.09292
H -1.75247 -1.56925 0.90427
H 1.31866 -1.22141 0.87753
H 0.51300 -2.66271 0.31099
H 0.35998 -0.08445 -1.19361
H -0.37096 -1.60301 -1.54822
H 1.24653 -1.48345 -1.54492
```

Calculated values
Net charge: +1
ΔE to the lowest compared entry with this formula, charge and spin in kcal/mol: 55.6
DFT total energy in Ha: -323.5897
Structure (SMILES): [H]/N=C/NCCC[NH3+]
LUMO energy in eV: -3.03
Gap between HOMO and LUMO in Ha: 0.3962

Atomic partial charges in e from the Löwdin method, atoms 1 to 8: 0.0746, 0.0679, -0.2111, 0.0054, -0.2211, -0.2390, -0.1523, 0.1967

***

(6)
ORCA calculation (ωB97M-V with the def2-TZVPD basis set) on the ion C4H12N3 with charge +1.

```
19
Properties=species:S:1:pos:R:3
H 0.33990 -0.18802 3.08478
N 1.31198 0.08158 3.21872
C 2.04094 0.37671 2.24353
N 1.63915 0.64604 0.88315
C 0.17961 0.61998 0.54670
C 0.13462 -0.30918 -0.67591
C -0.90139 -0.08001 -1.79872
N -2.20356 -0.79590 -1.54058
H 3.11736 0.54403 2.29274
H 2.10504 1.45593 0.49097
H -0.22587 1.62585 0.37305
H -0.17863 0.00932 1.37705
H 0.41282 -1.31419 -0.40809
H 1.20272 -0.28373 -1.14851
H -0.36619 -0.55270 -2.60802
H -1.10104 1.00092 -1.85852
H -2.06918 -1.50881 -0.80576
H -2.89284 -0.08723 -1.27161
H -2.54546 -1.24060 -2.39497
```

Calculated values
Net charge: +1
ΔE to the lowest compared entry with this formula, charge and spin in kcal/mol: 74.4
DFT total energy in Ha: -323.5597
Structure (SMILES): [H]/N=C\NCCC[NH3+]
LUMO energy in eV: -3.96
Gap between HOMO and LUMO in Ha: 0.3017

Atomic partial charges in e from the Löwdin method, atoms 1 to 8: 0.0363, 0.0951, -0.2791, -0.0493, -0.1837, -0.2021, -0.1275, 0.1994

***

(7)
ORCA calculation (ωB97M-V with the def2-TZVPD basis set) on a cluster of 2 separate species, C4H12N3O in total.

```
20
Properties=species:S:1:pos:R:3
O 0.30706 -3.26593 -0.92488
C -0.01830 -3.20983 0.22418
C 0.35553 -2.02748 1.09463
N 1.13896 -1.07535 0.29291
H -0.64291 -3.98447 0.70203
H -0.59368 -1.58077 1.40475
H 0.90122 -2.34721 1.97319
H 0.66070 -0.04085 0.25844
H 2.09652 -0.96312 0.61920
H 1.21128 -1.43134 -0.67144
C 0.84017 2.15146 -0.57073
N -1.92014 2.31932 -0.71791
C -1.29340 1.46127 0.12000
N -0.03080 1.28187 0.25158
H 1.84270 2.12790 -0.15017
H 0.46614 3.17343 -0.59189
H 0.91250 1.79729 -1.60172
H -2.86095 2.05387 -0.96899
H -1.40622 2.62654 -1.53186
H -1.96638 0.93343 0.78867
```

Calculated values
Net charge: +1
ΔE to the lowest compared entry with this formula, charge and spin in kcal/mol: 30.4
DFT total energy in Ha: -398.8688
LUMO energy in eV: -2.83
Gap between HOMO and LUMO in Ha: 0.3986

Atomic partial charges in e from the Löwdin method, atoms 1 to 8: 0.0900, -0.2106, -0.1121, 0.1281, 0.1429, 0.1339, 0.1380, 0.0832

***

(8)
ORCA calculation (ωB97M-V with the def2-TZVPD basis set) on a cluster of 2 separate species, C4H12N3OS in total.

```
21
Properties=species:S:1:pos:R:3
C -2.35519 1.97130 1.73575
C -1.56688 0.14344 2.85819
C 1.40795 -0.86439 -2.31018
C 0.44366 -0.60816 -1.12528
N 2.25140 -0.11497 0.90462
N 0.63642 -1.84794 -3.08087
N -1.57720 1.01433 1.78044
O 1.56783 1.98183 -0.51955
S 1.18967 0.70528 0.08889
H -2.27027 2.54108 0.86998
H -3.17084 2.31601 2.37758
H -1.81823 -0.85325 2.35835
H -2.32757 0.48003 3.49896
H -0.63643 0.19305 3.29505
H 1.67229 0.02524 -2.90858
H 2.36350 -1.45761 -2.05547
H 0.30133 -1.38460 -0.46980
H -0.46171 -0.30793 -1.48341
H 2.93539 0.49741 1.27006
H 0.38232 -1.60317 -4.08887
H 1.03256 -2.82698 -2.99586
```

Calculated values
Net charge: +1
ΔE to the lowest compared entry with this formula, charge and spin in kcal/mol: 104.9
DFT total energy in Ha: -796.8563
LUMO energy (spin up / spin down) in eV: -7.21 / -7.21
Gap between HOMO and LUMO (spin up / spin down) in Ha: 0.2240 / 0.2241

Atomic partial charges in e from the Löwdin method, atoms 1 to 8: -0.0243, -0.1275, -0.2774, -0.1488, -0.0837, -0.0063, -0.1201, -0.3142

***

(9)
ORCA calculation (ωB97M-V with the def2-TZVPD basis set) on a cluster of 3 separate species, C4H12N3P in total.

```
20
Properties=species:S:1:pos:R:3
C -2.55157 0.93617 -0.25755
C 1.66455 -0.09099 -0.68124
C 3.70001 0.19961 0.32452
C 2.96032 0.18729 -1.16545
N -3.42902 1.36443 -1.10914
N -1.85921 -0.17263 -0.18978
N 0.59231 -0.38111 -0.25766
P -0.58453 -0.44211 0.92898
H -2.38582 1.53052 0.57668
H 3.24299 0.77854 1.06550
H 3.56996 -0.82326 0.65405
H 4.80056 0.31554 0.23375
H 3.34314 -0.56455 -1.84415
H 3.11988 1.17914 -1.57303
H -4.02329 2.13428 -0.85325
H -3.62007 0.94799 -2.12444
H -2.04464 -0.96741 -0.86635
H -2.51134 -1.86532 2.98762
H -0.84569 -1.87534 0.89376
H -3.13853 -2.39079 3.25719
```

Calculated values
Net charge: +2
ΔE to the lowest compared entry with this formula, charge and spin in kcal/mol: 23.3
DFT total energy in Ha: -664.5185
LUMO energy in eV: -8.11
Gap between HOMO and LUMO in Ha: 0.3980

Atomic partial charges in e from the Löwdin method, atoms 1 to 8: -0.2237, 0.0071, 0.0083, -0.0613, 0.2199, -0.1836, -0.0482, 0.9945

***

(10)
ORCA calculation (ωB97M-V with the def2-TZVPD basis set) on a cluster of 2 separate species, C4H12N4 in total.

```
20
Properties=species:S:1:pos:R:3
H 0.80861 1.53862 -3.21352
N 0.32334 0.76690 -2.74109
C -0.22143 1.19069 -1.65985
N -0.89714 0.36519 -0.68614
C -1.26614 -0.99846 -1.03352
N -1.47615 1.06204 0.39800
H -0.10884 2.24330 -1.34165
H -1.99854 -1.40753 -0.33124
H -1.67981 -1.05214 -2.04509
H -0.37430 -1.63285 -1.01125
H -2.01481 0.44687 1.00774
H -0.71253 1.41905 0.98719
H 1.91235 1.65003 0.72506
N 1.62173 1.00623 1.47093
C 1.39584 -0.17191 1.00271
C 0.80880 -1.28641 1.94320
H 1.86205 -0.51377 0.06543
H 1.40523 -2.18974 1.80835
H 0.84058 -0.94404 2.97913
H -0.22883 -1.49207 1.67561
```

Calculated values
ΔE to the lowest compared entry with this formula, charge and spin in kcal/mol: 59.8
DFT total energy in Ha: -378.5430
Structure (SMILES): [H]/N=C/N(C)N.[H]/N=C/C
LUMO energy in eV: 0.93
Gap between HOMO and LUMO in Ha: 0.3279

Atomic partial charges in e from the Löwdin method, atoms 1 to 8: 0.0350, 0.0555, -0.2718, -0.2677, -0.0778, 0.0358, 0.1171, 0.0797

***

(11)
ORCA calculation (ωB97M-V with the def2-TZVPD basis set) on the molecule C4H12N4.

```
20
Properties=species:S:1:pos:R:3
H -2.90172 -1.27671 -1.82439
N -2.04662 -1.75114 -1.53013
N -1.25959 -0.86458 -1.05918
N -0.10831 -1.27113 -0.65225
N 0.33953 -2.59591 -0.81766
C 0.90419 -0.29594 -0.16023
C 0.31257 1.06657 0.12955
C 1.38519 2.00439 0.67186
C -0.88877 0.96572 1.17072
H 0.03213 -3.15875 -0.02362
H -0.13870 -2.97192 -1.63950
H 1.68200 -0.22706 -0.92508
H 1.32778 -0.74527 0.74644
H -0.10649 1.46966 -0.79625
H 1.78522 1.64061 1.61907
H 0.96858 2.99572 0.85086
H 2.20736 2.11198 -0.02961
H -1.78475 0.51827 0.76267
H -1.15028 1.97752 1.46129
H -0.55929 0.40795 2.04545
```

Calculated values
ΔE to the lowest compared entry with this formula, charge and spin in kcal/mol: 58.1
DFT total energy in Ha: -378.5457
Structure (SMILES): [H]/N=N/N(N)CC(C)C
LUMO energy in eV: 1.07
Gap between HOMO and LUMO in Ha: 0.3626

Atomic partial charges in e from the Löwdin method, atoms 1 to 8: 0.0286, 0.0112, -0.0903, -0.2573, 0.0744, -0.1364, -0.4125, -0.0887

***

(12)
ORCA calculation (ωB97M-V with the def2-TZVPD basis set) on the ion C4H12N4O2 with charge +2.

```
22
Properties=species:S:1:pos:R:3
C 0.46607 -0.21410 -1.33867
N 1.46808 0.46008 -0.52714
N 2.27756 -0.51381 0.06899
C 0.99763 1.45797 0.45166
N -0.44467 1.72859 0.38078
C -1.34461 0.80730 0.11695
O -2.45915 1.26214 -0.25183
C -0.98842 -0.67889 0.12767
N -1.84634 -1.64793 -0.35998
O -0.10616 -1.01945 1.14361
H 1.01901 -1.09211 -1.74799
H -0.09417 0.45148 -1.97529
H 2.56001 -1.12243 -0.64090
H 1.80484 -1.22416 0.76740
H 3.12265 -0.08715 0.59836
H 1.49526 2.34252 0.41086
H 1.19999 1.01711 1.45323
H -0.96908 2.62933 0.34442
H -3.24025 0.84878 0.06372
H -1.61846 -2.63522 -0.21131
H -2.79278 -1.49856 -0.87180
H -0.50701 -1.27149 1.99728
```

Calculated values
Net charge: +2
ΔE to the lowest compared entry with this formula, charge and spin in kcal/mol: 0.0
DFT total energy in Ha: -528.3595
Structure (SMILES): C=[N+]([NH3+])CN/C(O)=C(/N)O
LUMO energy in eV: -8.00
Gap between HOMO and LUMO in Ha: 0.3035

Atomic partial charges in e from the Löwdin method, atoms 1 to 8: 0.0978, -0.1536, 0.1791, -0.0590, 0.1861, -0.2981, 0.2559, -0.3376

***

(13)
ORCA calculation (ωB97M-V with the def2-TZVPD basis set) on a cluster of 4 separate species, C4H12N4O8 in total.

```
28
Properties=species:S:1:pos:R:3
C 18.31329 7.56272 -19.47062
N 19.30882 8.34096 -18.69915
O 18.87152 9.13428 -17.89588
O 20.48429 8.13019 -18.92068
H 17.72628 6.96303 -18.78026
H 18.82808 6.96347 -20.20708
H 17.64074 8.27805 -19.93805
C 16.67095 5.36653 -22.37948
N 16.55677 6.62355 -23.15907
O 17.09243 7.61890 -22.71695
O 15.89256 6.58610 -24.17528
H 15.78320 5.30030 -21.75774
H 17.59221 5.41636 -21.81196
H 16.70161 4.56665 -23.10747
C 14.11784 8.80263 -23.00306
N 13.45523 7.49062 -22.75938
O 12.75326 7.04980 -23.63650
O 13.67520 6.94221 -21.69148
H 14.82409 8.96235 -22.19637
H 13.34190 9.56123 -22.95794
H 14.61610 8.75640 -23.96125
C 19.33801 2.19082 -24.21023
N 19.21399 3.66280 -24.04511
O 19.87866 4.16746 -23.16848
O 18.46697 4.25604 -24.79880
H 18.53039 1.86326 -24.84872
H 19.37527 1.75349 -23.22222
H 20.28887 2.03716 -24.72210
```

Calculated values
ΔE to the lowest compared entry with this formula, charge and spin in kcal/mol: 5.0
DFT total energy in Ha: -980.1685
Structure (SMILES): C[N+](=O)[O-].C[N+](=O)[O-].C[N+](=O)[O-].C[N+](=O)[O-]
LUMO energy in eV: -0.22
Gap between HOMO and LUMO in Ha: 0.4000

Atomic partial charges in e from the Löwdin method, atoms 1 to 8: 0.0319, -0.4564, 0.0650, 0.0694, 0.1028, 0.0824, 0.0949, 0.0483